[1]
45
Properties=species:S:1:pos:R:3:mulliken_charge:R:1 method="wB97M-V/def2-TZVPD" multiplicity=3 relative_energy_ev=0.6715 orbital_gap_ev="6.362 / 7.246" charge=+2 homo_energy_ev="-14.32 / -14.40"
Mo -0.35 -0.37 -1.26 0.69
N -2.50 0.84 -4.59 -0.32
C -2.14 0.60 -3.34 0.66
O -1.08 -0.04 -3.09 -0.65
C -2.93 1.10 -2.17 -0.66
C -2.40 0.39 -0.92 -0.82
H -1.95 0.47 -5.36 0.28
H -3.35 1.33 -4.82 0.24
H -4.00 0.92 -2.32 0.44
H -2.79 2.19 -2.09 0.33
H -3.03 -0.49 -0.72 0.44
H -2.50 1.05 -0.05 0.37
Cl 1.71 -1.65 -0.14 -0.15
C 1.23 -3.31 -0.18 1.03
C 1.92 -4.23 0.59 -0.71
C 1.56 -5.57 0.51 -0.46
C 0.56 -5.98 -0.34 -0.65
C -0.14 -5.05 -1.11 0.13
Cl -1.38 -5.56 -2.17 -0.17
C 0.18 -3.68 -1.02 0.29
S -0.77 -2.54 -1.96 -0.12
H 2.72 -3.91 1.24 0.45
H 2.09 -6.29 1.13 0.41
H 0.30 -7.03 -0.43 0.45
C 0.93 3.04 -0.88 -0.84
N 0.90 2.73 0.53 0.15
C 1.40 3.78 1.41 -0.61
C 2.00 3.17 2.66 -0.71
C 0.97 2.24 3.30 -0.59
N 0.49 1.28 2.32 0.13
C -0.03 0.03 2.83 -1.01
C 0.50 1.55 1.01 0.49
O 0.10 0.65 0.18 -0.42
H 1.97 3.15 -1.22 0.40
H 0.40 3.98 -1.06 0.35
H 0.46 2.24 -1.48 0.07
H 0.57 4.46 1.66 0.31
H 2.16 4.35 0.87 0.40
H 2.28 3.95 3.36 0.37
H 2.89 2.60 2.41 0.32
H 0.12 2.81 3.69 0.32
H 1.42 1.68 4.12 0.39
H 0.79 -0.56 3.25 0.37
H -0.53 -0.54 2.03 0.26
H -0.75 0.23 3.62 0.36

[2]
42
Properties=species:S:1:pos:R:3:mulliken_charge:R:1 method="wB97M-V/def2-TZVPD" smiles="O=C(c1ccco1)N1CCN(C(=S)NC2CCCC2)CC1" relative_energy_ev=1.9480 orbital_gap_ev=8.514 homo_energy_ev=-7.99
O 0.59 2.34 3.33 -0.71
C 1.15 1.65 2.48 0.54
C 2.50 1.15 2.77 0.39
C 3.13 1.23 3.99 -0.39
C 4.41 0.69 3.82 -0.54
C 4.49 0.31 2.51 -0.43
O 3.35 0.59 1.87 -0.31
N 0.55 1.39 1.29 0.09
C 0.95 0.44 0.28 -0.42
C -0.07 -0.70 0.23 -0.90
N -1.40 -0.17 -0.02 0.24
C -2.30 -0.75 -0.84 0.06
S -3.93 -0.64 -0.58 -0.43
N -1.84 -1.46 -1.91 -0.21
C -0.82 -1.01 -2.83 0.71
C 0.13 -2.17 -3.20 -0.87
C 0.04 -2.33 -4.73 -0.69
C -1.34 -1.77 -5.07 -0.57
C -1.44 -0.55 -4.16 -1.08
C -1.80 0.76 1.02 -0.83
C -0.79 1.90 1.07 -0.97
H 2.69 1.64 4.88 0.53
H 5.18 0.59 4.56 0.45
H 5.28 -0.14 1.94 0.47
H 1.94 0.05 0.49 0.49
H 0.97 0.96 -0.69 0.15
H 0.19 -1.43 -0.53 0.42
H -0.08 -1.21 1.21 0.31
H -2.61 -1.94 -2.38 0.32
H -0.28 -0.18 -2.36 -0.05
H -0.22 -3.08 -2.71 0.40
H 1.15 -1.99 -2.88 0.27
H 0.81 -1.73 -5.21 0.30
H 0.16 -3.36 -5.04 0.37
H -1.43 -1.51 -6.13 0.41
H -2.11 -2.49 -4.82 0.24
H -2.46 -0.19 -4.03 0.41
H -0.84 0.27 -4.58 0.28
H -2.80 1.13 0.78 0.52
H -1.84 0.25 1.99 0.25
H -1.03 2.58 1.88 0.49
H -0.80 2.45 0.12 0.26

[3]
43
Properties=species:S:1:pos:R:3:mulliken_charge:R:1 method="wB97M-V/def2-TZVPD" smiles="CCNC(=S)N1CCN(S(=O)(=O)/C=C/c2ccccc2)CC1" relative_energy_ev=15.2366 orbital_gap_ev=8.338 homo_energy_ev=-8.48
C 0.13 1.72 -2.53 -0.78
C 1.32 2.58 -1.98 -1.28
N 2.11 1.95 -1.04 -0.14
C 1.65 1.70 0.26 0.36
S 0.30 2.52 0.72 -0.43
N 2.45 0.85 0.97 0.07
C 1.78 0.23 2.29 -0.77
C 1.55 -1.13 1.74 -0.62
N 1.80 -1.29 0.39 0.59
S 0.97 -2.36 -0.34 1.35
O 1.24 -2.31 -1.85 -0.71
O 1.41 -3.97 0.17 -0.79
C -0.68 -2.17 -0.06 -0.89
C -1.20 -1.04 -0.20 1.17
C -2.66 -0.67 0.22 0.40
C -3.60 -1.71 0.01 -0.89
C -4.98 -1.20 0.20 -0.75
C -5.13 0.29 0.36 -0.28
C -4.23 1.14 0.67 -0.53
C -2.93 0.69 0.29 0.18
C 3.05 -1.06 0.10 -0.75
C 3.55 0.29 0.48 -1.41
H -0.31 2.18 -3.27 0.63
H -0.82 1.55 -1.64 -0.04
H 0.41 0.75 -2.97 0.27
H 0.69 3.48 -1.45 0.35
H 1.74 3.09 -2.65 0.84
H 2.55 1.17 -1.14 0.28
H 2.42 0.26 3.26 0.27
H 0.88 0.84 2.37 0.28
H 2.28 -1.89 2.35 0.32
H 0.64 -1.28 2.12 0.51
H -1.23 -3.00 -0.03 0.47
H -0.48 -0.39 -0.15 -0.50
H -3.34 -2.56 -0.29 0.73
H -5.75 -1.69 -0.23 0.45
H -6.32 0.55 0.72 0.18
H -4.42 2.24 0.84 0.34
H -2.21 1.50 0.65 -0.10
H 3.82 -1.89 0.40 0.31
H 3.14 -0.91 -1.15 0.36
H 4.27 0.17 1.49 0.27
H 4.11 0.81 -0.12 0.66

[4]
43
Properties=species:S:1:pos:R:3:mulliken_charge:R:1 method="wB97M-V/def2-TZVPD" relative_energy_ev=10.7796 orbital_gap_ev=7.525 homo_energy_ev=-7.86
O 3.55 -1.18 1.43 -0.49
O 1.42 0.52 -1.46 -0.72
N 2.51 -1.01 0.71 0.09
O -1.73 -0.74 2.06 -0.53
S -0.10 4.53 -0.57 -0.11
C -0.10 5.05 -2.27 -0.29
C -0.07 4.06 -3.21 -0.61
C 0.11 2.80 -2.59 -0.37
C 0.07 2.86 -1.18 -0.30
C -0.12 1.66 -0.33 -0.09
N -1.16 -0.17 0.78 0.27
N 0.51 0.56 -0.66 1.02
C -0.80 2.02 1.95 -1.56
C -2.52 1.92 0.23 -1.46
C 1.12 -3.99 -0.37 -0.65
C 1.45 -3.76 1.14 -0.73
C 0.90 -2.69 -1.21 -0.82
C 0.82 -2.51 1.78 -1.06
C -0.31 -1.79 -0.80 -1.56
C 1.12 -1.08 1.29 0.29
C -1.21 1.34 0.69 1.59
C 0.08 -0.62 0.17 -0.17
H -2.71 -0.59 2.27 0.34
H -0.42 6.15 -2.51 0.31
H -0.11 4.16 -4.29 0.39
H 0.06 1.81 -3.09 0.39
H -1.21 1.49 2.81 0.36
H -1.10 3.06 2.12 0.40
H 0.25 2.00 2.24 0.37
H -2.66 1.66 -0.83 0.35
H -2.32 2.97 0.32 0.36
H -3.30 1.69 0.88 0.44
H 0.13 -4.42 -0.54 0.31
H 1.94 -4.52 -0.85 0.33
H 2.50 -3.69 1.29 0.34
H 1.11 -4.71 1.64 0.38
H 0.59 -3.04 -2.21 0.43
H 1.86 -2.17 -1.36 0.37
H 0.94 -2.49 2.85 0.48
H -0.20 -2.88 1.70 0.25
H -0.73 -1.43 -1.72 0.48
H -1.09 -2.43 -0.45 0.48
H 0.96 -0.40 2.17 0.72

[5]
43
Properties=species:S:1:pos:R:3:mulliken_charge:R:1 method="wB97M-V/def2-TZVPD" orbital_gap_ev="3.265 / 7.429" charge=-1 homo_energy_ev="-0.86 / -5.02"
C 1.18 -4.14 0.25 -0.61
C 0.61 -4.03 -1.05 -0.55
C -0.64 -3.34 -0.95 -0.62
C -0.86 -3.03 0.44 -0.23
C 0.28 -3.52 1.18 -0.41
Y 1.07 -1.54 0.01 0.60
N 2.30 -1.48 2.19 -0.63
C 2.83 -1.50 -1.02 -0.21
C 2.43 -1.82 -2.25 -0.61
H -1.38 -3.21 -1.74 0.40
H 1.00 -4.52 -1.96 0.57
H -1.76 -2.59 0.86 0.43
H 0.41 -3.47 2.26 0.33
H 2.10 -4.68 0.53 0.44
H 2.52 -2.76 -2.79 0.30
H 2.67 -0.34 -0.65 0.35
H 3.20 -0.99 2.33 0.07
H 2.25 -1.07 -3.01 0.27
H 3.34 -2.40 -0.58 0.29
C -0.02 2.55 2.49 -1.38
C -1.31 2.41 1.70 -1.04
C -1.07 2.15 0.20 2.85
C -2.41 2.07 -0.59 -0.90
C -3.50 1.23 0.07 -1.19
C -0.25 3.29 -0.41 -0.31
O -0.36 4.49 0.01 -0.73
N 0.55 3.00 -1.52 0.01
C 1.15 1.74 -1.76 -0.04
O 1.98 1.60 -2.67 -0.79
N 0.72 0.74 -0.85 -0.58
C -0.25 0.89 0.05 0.04
O -0.47 -0.12 0.87 -0.97
H 0.54 1.61 2.49 0.22
H -0.27 2.82 3.52 0.47
H 0.60 3.36 2.07 0.29
H -1.92 1.59 2.12 0.41
H -1.91 3.33 1.78 0.44
H -2.78 3.10 -0.69 0.41
H -2.20 1.71 -1.61 0.38
H -3.84 1.71 1.00 0.28
H -4.35 1.16 -0.61 0.43
H -3.14 0.21 0.30 0.20
H 0.98 3.77 -2.03 0.33

[6]
41
Properties=species:S:1:pos:R:3:mulliken_charge:R:1 method="wB97M-V/def2-TZVPD" smiles="CC(C)CCN(C)c1ccc(/C=N/n2cnnc2)cc1" relative_energy_ev=0.3805 orbital_gap_ev=7.897 homo_energy_ev=-7.74
C -4.66 -2.63 1.04 -1.60
C -3.49 -2.87 0.09 0.76
C -2.50 -3.85 0.71 -1.46
C -2.82 -1.53 -0.25 -0.26
C -1.81 -1.62 -1.40 -1.37
N -1.24 -0.34 -1.74 0.21
C -1.97 0.48 -2.67 -1.32
C -0.16 0.17 -1.08 1.50
C 0.46 -0.51 -0.01 -0.41
C 1.56 0.02 0.63 -1.33
C 2.10 1.25 0.25 0.63
C 3.25 1.78 0.93 0.01
N 3.75 2.91 0.60 -0.73
N 4.83 3.40 1.23 0.45
C 5.64 2.93 2.23 0.03
N 6.57 3.80 2.50 -0.47
N 6.40 4.86 1.70 -0.50
C 5.37 4.63 0.95 -0.01
C 1.49 1.93 -0.81 -1.31
C 0.39 1.41 -1.45 -0.36
H -5.15 -3.57 1.27 0.44
H -4.31 -2.19 1.97 0.35
H -5.39 -1.96 0.59 0.40
H -3.88 -3.30 -0.84 0.26
H -2.06 -3.42 1.61 0.30
H -3.01 -4.77 0.99 0.45
H -1.70 -4.11 0.02 0.33
H -2.32 -1.14 0.64 0.33
H -3.59 -0.81 -0.54 0.29
H -2.30 -2.02 -2.29 0.35
H -1.00 -2.32 -1.15 0.32
H -2.26 1.44 -2.23 0.42
H -1.39 0.67 -3.57 0.37
H -2.88 -0.04 -2.96 0.40
H 0.08 -1.45 0.34 0.33
H 2.01 -0.53 1.44 0.32
H 3.65 1.17 1.74 0.23
H 5.54 1.98 2.71 0.42
H 4.96 5.28 0.20 0.44
H 1.90 2.88 -1.11 0.40
H -0.04 1.97 -2.27 0.38